1.
This record from the OMol25 dataset describes a structure of composition C24H39As2ClCsO4P. The level of theory is wB97M-V/def2-TZVPD.

Results
Net charge: 0
LUMO level (hartree): 0.0000
Kohn-Sham gap (eV): 8.48
Relative energy (zero: lowest compared OMol25 entry of this formula, charge and spin) (kcal per mole): 3.0
Max |F| (eV/Å): 0.91
HOMO (eV): -8.5

Geometry (Å):
Cs 0.93 0.02 -0.43
C -0.81 -4.89 0.57
As 0.61 -3.57 0.28
C 0.88 -3.05 2.16
C 2.20 -4.71 0.11
C 2.07 -6.10 0.07
C 3.19 -6.91 -0.02
C 4.45 -6.34 -0.05
C 4.58 -4.96 -0.01
C 3.47 -4.13 0.05
As 3.72 -2.17 0.04
C 4.92 -1.97 1.57
C 5.10 -2.05 -1.34
H -0.55 -5.58 1.37
H -1.06 -5.46 -0.33
H -1.69 -4.32 0.87
H 1.10 -3.92 2.78
H 0.00 -2.54 2.55
H 1.72 -2.36 2.22
H 1.09 -6.55 0.11
H 3.07 -7.98 -0.05
H 5.33 -6.97 -0.10
H 5.58 -4.53 -0.04
H 5.80 -2.60 1.45
H 4.42 -2.21 2.50
H 5.21 -0.92 1.60
H 5.96 -2.67 -1.11
H 5.41 -1.00 -1.35
H 4.71 -2.30 -2.32
O 2.34 2.96 1.01
Cl 3.18 1.80 1.09
O 4.40 2.08 1.73
O 3.41 1.29 -0.26
O 2.44 0.74 1.81
C -4.13 0.68 0.78
C -4.02 1.58 -0.46
C -4.89 2.81 -0.25
C -4.52 0.78 -1.67
P -2.17 1.88 -0.64
C -1.82 3.04 0.74
C -2.16 4.39 0.82
C -1.76 5.16 1.90
C -1.02 4.60 2.93
C -0.69 3.26 2.89
C -1.09 2.50 1.80
C -1.80 2.85 -2.21
C -1.57 1.79 -3.31
C -2.82 3.86 -2.72
C -0.45 3.54 -1.97
H -5.18 0.43 0.95
H -3.77 1.19 1.68
H -3.57 -0.25 0.66
H -5.93 2.49 -0.13
H -4.86 3.50 -1.09
H -4.61 3.36 0.65
H -5.54 0.44 -1.47
H -3.91 -0.10 -1.86
H -4.55 1.38 -2.59
H -2.73 4.87 0.03
H -2.03 6.21 1.93
H -0.70 5.22 3.76
H -0.09 2.81 3.67
H -0.82 1.45 1.77
H -2.44 1.13 -3.43
H -0.71 1.17 -3.05
H -1.37 2.27 -4.27
H -3.76 3.40 -2.99
H -2.42 4.34 -3.62
H -3.02 4.66 -2.00
H 0.29 2.85 -1.54
H -0.53 4.39 -1.30
H -0.04 3.89 -2.93



2.
This record from the OMol25 dataset describes a cluster of 15 separate species, C45H90O25 in total in a non-equilibrium geometry. The level of theory is wB97M-V/def2-TZVPD.

Results
Net charge: 0
LUMO level (hartree): 0.0132
Kohn-Sham gap (eV): 9.35
Max |F| (eV/Å): 5.33
HOMO (eV): -9.0

Geometry (Å):
C -1.79 -0.90 -1.65
O -0.54 -0.57 -1.17
C -0.44 -0.40 0.14
O -1.37 -0.34 0.98
O 0.95 -0.18 0.38
C 1.29 -0.09 1.76
H -1.70 -1.04 -2.72
H -2.54 -0.12 -1.49
H -2.08 -1.84 -1.16
H 2.37 -0.18 1.77
H 0.86 -0.83 2.44
H 1.10 0.92 2.12
C 1.74 -1.74 5.41
O 2.61 -0.71 5.92
C 3.63 -1.11 6.79
O 4.05 -2.30 6.85
O 4.08 -0.04 7.51
C 5.00 -0.14 8.60
H 1.07 -2.23 6.11
H 2.19 -2.59 4.89
H 1.04 -1.28 4.71
H 5.94 -0.55 8.23
H 4.63 -0.88 9.31
H 5.08 0.86 9.03
C 0.45 -2.27 -7.58
O 1.18 -2.63 -6.36
C 0.98 -1.95 -5.23
O 0.02 -1.31 -4.94
O 1.88 -2.38 -4.42
C 2.01 -1.97 -3.06
H -0.61 -2.52 -7.63
H 0.83 -2.76 -8.47
H 0.56 -1.23 -7.88
H 1.77 -0.95 -2.78
H 3.08 -2.13 -2.90
H 1.48 -2.76 -2.53
C -4.75 5.73 1.75
O -3.88 4.67 1.71
C -3.65 4.10 0.52
O -4.29 4.25 -0.56
O -2.60 3.25 0.64
C -2.12 2.71 -0.55
H -4.49 6.56 1.09
H -4.82 6.13 2.76
H -5.75 5.34 1.56
H -1.62 1.75 -0.41
H -1.33 3.29 -1.03
H -2.86 2.46 -1.30
C 0.02 1.77 -3.51
O 0.49 2.14 -4.73
C 1.75 2.30 -4.91
O 2.65 2.04 -4.06
O 1.98 2.88 -6.07
C 3.32 3.33 -6.51
H -0.67 2.54 -3.16
H 0.78 1.80 -2.73
H -0.21 0.71 -3.43
H 3.58 2.60 -7.28
H 4.11 3.25 -5.77
H 3.30 4.35 -6.89
C 0.52 4.16 2.70
C 0.95 4.52 1.31
O 1.96 3.98 0.85
C -0.07 5.31 0.50
H -0.56 4.23 2.73
H 0.95 4.76 3.50
H 0.83 3.13 2.87
H 0.00 5.23 -0.59
H 0.04 6.39 0.58
H -1.11 5.10 0.72
C 3.85 1.04 -0.81
C 4.87 0.35 -1.63
O 4.93 -0.88 -1.66
C 5.78 1.21 -2.54
H 2.86 1.02 -1.26
H 4.11 2.10 -0.74
H 3.67 0.60 0.17
H 6.05 2.03 -1.88
H 5.34 1.54 -3.48
H 6.60 0.51 -2.70
C -4.44 0.58 1.22
C -4.72 -0.58 0.30
O -4.76 -0.50 -0.94
C -4.99 -1.90 0.94
H -3.64 0.41 1.94
H -5.31 0.67 1.87
H -4.27 1.49 0.65
H -5.75 -2.45 0.39
H -5.35 -1.88 1.97
H -4.04 -2.45 0.93
C -1.99 -4.46 -3.13
C -3.21 -4.58 -2.22
O -4.37 -4.60 -2.64
C -2.88 -4.64 -0.78
H -1.44 -5.40 -3.15
H -1.35 -3.59 -2.98
H -2.45 -4.36 -4.11
H -2.06 -5.33 -0.56
H -3.73 -4.96 -0.17
H -2.54 -3.71 -0.34
C -1.69 1.00 3.90
C -0.96 0.96 5.25
O 0.22 1.31 5.39
C -1.78 0.43 6.47
H -1.47 0.10 3.32
H -1.49 1.87 3.28
H -2.73 0.95 4.23
H -2.48 -0.38 6.26
H -2.41 1.24 6.83
H -1.06 0.16 7.24
C -5.60 4.04 -4.46
C -4.66 3.20 -3.63
O -3.39 3.20 -3.77
C -5.27 2.25 -2.62
H -6.18 4.59 -3.71
H -6.27 3.36 -4.97
H -4.99 4.65 -5.13
H -5.80 2.75 -1.81
H -4.38 1.72 -2.28
H -5.96 1.57 -3.14
C 4.33 -4.24 1.59
C 4.23 -2.74 1.96
O 3.27 -2.35 2.59
C 5.34 -1.78 1.60
H 3.59 -4.46 0.82
H 4.12 -4.94 2.41
H 5.31 -4.51 1.21
H 5.12 -0.87 2.17
H 5.35 -1.60 0.52
H 6.33 -2.15 1.88
C 6.42 0.45 4.50
C 5.52 1.71 4.56
O 5.86 2.82 4.97
C 4.08 1.58 4.05
H 5.76 -0.42 4.49
H 7.21 0.40 5.26
H 6.96 0.55 3.56
H 4.08 0.80 3.29
H 3.93 2.51 3.50
H 3.39 1.34 4.86
C 1.14 -5.14 2.67
C -0.09 -4.25 2.73
O -0.59 -3.87 3.75
C -0.44 -3.47 1.50
H 1.12 -5.78 3.56
H 1.95 -4.41 2.66
H 1.35 -5.68 1.75
H 0.43 -2.91 1.16
H -1.23 -2.77 1.80
H -0.77 -4.00 0.61
C -5.30 -2.08 -4.58
C -4.59 -1.95 -5.96
O -5.29 -1.92 -6.94
C -3.03 -1.80 -6.04
H -5.56 -1.16 -4.05
H -4.67 -2.70 -3.94
H -6.20 -2.67 -4.78
H -2.68 -1.12 -6.82
H -2.69 -2.76 -6.42
H -2.74 -1.57 -5.02



3.
This record from the OMol25 dataset describes an isolated molecule of CCl2O3S2 in a non-equilibrium geometry. The level of theory is wB97M-V/def2-TZVPD.

Results
Net charge: 0
LUMO level (hartree): -0.0645
Kohn-Sham gap (eV): 7.70
Relative energy (zero: lowest compared OMol25 entry of this formula, charge and spin) (kcal per mole): 88.8
Max |F| (eV/Å): 3.87
HOMO (eV): -9.5

Geometry (Å):
C -0.98 1.07 0.44
O -1.19 1.04 1.61
O 0.23 -1.53 -1.51
O 0.80 -2.57 0.56
S 2.04 0.37 0.11
S 0.24 -1.38 -0.11
Cl -1.88 1.25 -1.01
Cl 0.74 1.75 -0.11



4.
This record from the OMol25 dataset describes a structure of composition C31H27CdIN5O2. The level of theory is wB97M-V/def2-TZVPD.

Results
Net charge: +1
LUMO level (hartree): -0.1188
Kohn-Sham gap (eV): 7.01
Max |F| (eV/Å): 0.96
HOMO (eV): -10.2

Geometry (Å):
Cd 0.13 1.21 0.35
C 1.13 1.93 3.68
C 0.81 0.48 3.52
C 1.34 -0.51 4.35
C 1.02 -1.83 4.11
C 0.14 -2.15 3.09
C -0.38 -1.12 2.33
N -0.02 0.16 2.53
C -1.42 -1.30 1.28
C -2.25 -2.40 1.14
C -3.26 -2.34 0.19
C -3.47 -1.18 -0.55
C -2.59 -0.12 -0.35
N -1.59 -0.23 0.51
C -2.74 1.24 -0.93
C -3.67 1.54 -1.91
C -3.84 2.87 -2.28
C -3.11 3.85 -1.64
C -2.17 3.48 -0.67
C -1.38 4.52 0.06
N -1.98 2.20 -0.36
H 1.62 2.13 4.63
H 0.21 2.52 3.62
H 1.80 2.25 2.87
H 2.02 -0.24 5.15
H 1.46 -2.61 4.72
H -0.13 -3.18 2.90
H -2.14 -3.27 1.77
H -3.93 -3.18 0.07
H -4.29 -1.11 -1.24
H -4.24 0.76 -2.39
H -4.54 3.13 -3.05
H -3.25 4.90 -1.87
H -1.10 5.34 -0.60
H -0.48 4.09 0.50
H -1.99 4.93 0.87
C 4.28 0.33 2.50
C 3.60 -0.74 1.70
N 3.99 -1.97 1.88
C 3.49 -2.96 1.10
C 2.62 -2.73 0.07
C 2.20 -3.88 -0.81
O 2.59 -3.72 -2.17
C 2.14 -1.41 -0.13
C 1.33 -1.13 -1.29
N 0.65 -0.05 -1.45
C -0.05 0.22 -2.62
C -0.81 -0.74 -3.31
C -1.52 -0.39 -4.44
C -1.50 0.91 -4.92
C -0.76 1.88 -4.26
C -0.05 1.53 -3.12
I 1.12 2.97 -2.11
C 2.58 -0.37 0.74
O 2.17 0.86 0.71
H 4.92 -0.14 3.24
H 3.57 0.99 2.99
H 4.90 0.95 1.85
H 3.86 -3.95 1.32
H 1.12 -3.98 -0.83
H 2.61 -4.80 -0.40
H 3.55 -3.75 -2.23
H 1.36 -1.87 -2.09
H -0.83 -1.75 -2.92
H -2.09 -1.15 -4.96
H -2.05 1.17 -5.81
H -0.72 2.90 -4.62



> LUMO level of number 3 (CCl2O3S2)?

-0.0645 hartree